(1)
{"formula": "C22H53N7O14Zn2", "method": "ωB97M-V with the def2-TZVPD basis set", "max_force_ev_per_a": 9.8, "orbital_gap_ev": 3.90, "symbols": ["N", "H", "C", "N", "H", "C", "H", "C", "O", "H", "H", "H", "H", "H", "C", "O", "C", "C", "H", "H", "H", "C", "H", "C", "C", "C", "C", "H", "N", "H", "H", "H", "C", "H", "O", "H", "H", "H", "O", "H", "H", "H", "H", "C", "H", "N", "H", "O", "C", "H", "H", "H", "H", "N", "O", "C", "H", "H", "H", "O", "O", "O", "H", "H", "H", "H", "N", "H", "H", "N", "O", "C", "H", "O", "H", "O", "H", "H", "H", "C", "C", "Zn", "H", "C", "Zn", "H", "H", "C", "H", "H", "H", "C", "H", "O", "H", "O", "C", "H"], "xyz": [[-0.293205, 1.878689, 7.121318], [8.439545, -0.347941, 1.318788], [1.837645, -4.834671, 2.980068], [0.964645, -6.021701, 3.092398], [-1.244215, 2.030059, 7.425908], [2.843795, 4.539809, 1.933818], [-5.489555, 3.039549, 0.070908], [1.005795, 5.503169, 0.807318], [-3.557325, 2.429259, -5.363712], [1.589365, -4.045941, 3.690248], [-0.817335, -3.898831, -3.999302], [-1.346495, -4.998681, -5.282042], [0.486155, -5.882441, 3.970898], [0.257235, 5.276229, 0.048218], [3.959965, 3.477829, 1.760948], [-2.791125, 1.178159, -1.423352], [-0.088725, -6.043611, 2.116168], [7.740745, 0.226999, 1.926438], [3.233625, 1.787869, 2.467558], [0.328815, -6.051231, 1.109338], [-1.024955, 1.340139, 4.205738], [-4.163585, 3.564279, -4.814702], [2.414415, 4.465929, 2.932948], [-4.316135, 1.788009, -6.430392], [5.493145, 0.880709, 1.932028], [-2.101865, -1.392831, -6.750122], [3.280015, -5.301981, 3.089788], [-4.273785, 4.350739, -5.561322], [-2.903095, -0.296741, -6.046092], [-4.278995, -0.029881, -7.624042], [0.452925, 1.617239, 7.749818], [-2.816085, 0.849189, -7.735582], [-3.207475, -4.300251, 1.509678], [4.849885, 1.814819, 0.143848], [6.576325, 0.208779, 1.248268], [4.549925, 3.758779, 0.888528], [5.504405, -4.629661, 4.420058], [-2.952705, -3.300381, 1.158328], [-2.387495, -3.316621, -5.271312], [4.859445, -5.222301, 5.916048], [-1.471735, 2.643309, 5.341838], [1.753995, -4.453301, 1.962398], [-0.543705, -2.600801, -6.267562], [-0.000085, 1.556299, 5.910928], [7.506095, -0.329611, 2.833748], [-6.260775, 3.658529, 0.276248], [-4.501065, 2.522659, -7.214092], [0.294755, 3.789599, -3.401392], [4.880385, -5.416571, 4.843698], [-4.111835, -4.605401, 0.983258], [-4.137345, 3.704559, 1.322058], [-3.683145, -0.850431, -5.721982], [-5.302745, 1.528249, -6.046712], [3.374115, 2.126919, 1.526598], [2.096365, 3.105079, -3.383462], [-1.086825, -4.930091, 2.229008], [3.964975, 0.335799, 0.546978], [8.147035, 1.232089, 2.039698], [3.426915, -6.308191, 2.697278], [-6.787165, 5.412239, 1.664828], [0.739005, 2.812049, -5.043992], [-2.208015, -5.286191, 1.395078], [5.049905, 0.297569, 2.739238], [-2.361345, -4.786421, -3.835922], [4.556215, 3.519129, 2.672468], [-3.508285, -4.232821, 2.555178], [-4.814825, 4.298329, 1.778738], [-1.208065, -1.740551, -4.940702], [-2.805935, -1.910621, -7.401482], [-1.017045, 1.769129, 5.120068], [1.022045, 0.972559, 5.522768], [-3.607065, 0.590979, -7.031462], [5.992975, 1.722519, 2.411228], [3.536265, -5.352111, 4.547098], [-0.645385, -6.980051, 2.152158], [-1.563825, 1.250289, 0.206378], [-5.172505, 3.318669, -4.483252], [0.425045, 5.722859, 1.703178], [-1.316555, -4.734521, 3.276418], [1.281275, 3.566299, -4.162062], [-1.921145, 0.584449, -0.762362], [-1.865195, 1.849789, -4.170672], [3.237075, 5.543409, 1.771878], [4.363025, 1.266809, 0.950558], [0.966515, 2.478509, -0.744982], [-4.521365, 4.737049, 2.639838], [-7.182455, 3.671969, -0.136572], [-6.034695, 4.530969, 1.282318], [-1.404515, -0.879781, -7.412382], [-3.649355, 3.917819, -3.921012], [1.645685, 6.288259, 0.404468], [-1.686705, -4.286101, -4.530642], [3.936025, -4.620121, 2.548668], [-1.069045, 0.383649, -1.584452], [-0.743545, -4.019221, 1.738508], [1.733915, 4.331069, 1.042258], [-1.494175, -2.356881, -5.792982], [5.144195, -6.450161, 4.619668]], "forces_ev_per_angstrom": [[0.88, 1.10, 4.70], [0.23, -0.03, 0.20], [0.56, -1.28, -1.33], [-0.24, 0.78, 0.72], [0.48, -0.21, 0.07], [-0.56, -0.83, -0.08], [-0.91, -0.30, -0.53], [-0.79, -0.38, -0.27], [0.81, -1.14, -0.63], [0.25, 0.01, 0.00], [-0.09, 0.25, 0.13], [0.35, -0.48, 0.31], [0.08, -0.56, 0.48], [0.06, -0.07, -0.19], [-1.56, 0.44, -0.59], [-8.03, 1.01, -3.54], [-0.22, -0.53, -0.92], [1.03, -1.01, 0.50], [-0.84, -0.36, 0.21], [0.22, 0.14, -0.07], [0.07, 0.64, -0.02], [-1.45, 0.72, 0.17], [0.18, 0.16, 0.32], [0.03, 0.26, 0.28], [0.89, 0.02, -0.56], [-1.93, 1.50, -0.42], [-0.38, 0.31, 2.24], [0.32, 0.16, 0.01], [-0.50, -0.28, -0.49], [-0.55, 0.29, -0.03], [-0.50, 0.32, 0.54], [-0.07, 0.69, -0.05], [-0.84, -0.35, 0.40], [-0.13, -0.19, -0.32], [-3.66, 0.51, -1.77], [0.16, -0.13, 0.07], [0.07, -0.16, -0.57], [0.50, 0.03, -0.12], [0.08, 0.62, -0.75], [0.67, -0.40, 0.22], [-0.59, -0.34, -0.86], [-0.29, 0.30, -0.08], [-0.04, -1.50, 0.10], [2.60, -3.15, -2.86], [1.04, 0.31, 0.81], [-0.78, -0.01, -0.61], [0.17, 0.15, -0.07], [-5.44, 5.08, 3.57], [-0.28, -0.48, 1.34], [0.22, -0.24, -0.27], [-0.22, 0.06, 0.21], [-0.07, -0.06, 1.18], [0.03, -0.19, 0.35], [0.24, 1.05, 0.72], [7.34, 1.11, 0.49], [-0.41, 0.21, -1.78], [-0.31, 0.11, -0.01], [0.04, 0.17, 0.53], [-0.23, -0.04, -0.19], [-0.14, -0.40, 0.05], [0.62, 0.74, -5.13], [0.00, 0.24, 0.72], [0.17, -0.56, 0.16], [-0.02, 0.18, -0.07], [0.30, 0.05, -0.10], [-0.03, 0.27, 0.25], [2.25, 0.22, 1.68], [0.44, 0.15, 0.28], [-0.03, -0.29, -0.28], [-2.75, 1.08, -2.47], [-0.13, 0.57, 0.80], [1.83, -0.95, 0.06], [-0.45, 0.59, 0.03], [-1.24, 1.19, -2.59], [-0.01, -0.15, 0.37], [-0.08, -0.58, 6.73], [-0.18, -0.14, 0.06], [0.25, 0.76, 0.17], [-0.54, 0.00, 0.14], [-3.46, -8.05, 2.11], [2.98, 6.70, 0.22], [0.36, -0.30, 0.78], [0.17, 0.04, 0.08], [2.04, -0.51, -0.34], [-0.60, 0.10, -0.56], [-0.19, 0.10, -0.41], [0.53, -0.34, -0.23], [-0.42, 0.57, -0.21], [0.42, -0.21, 0.30], [0.41, -0.09, -0.27], [-0.08, 0.32, 0.39], [0.05, -0.78, -0.52], [0.39, 0.25, 0.41], [6.12, -6.18, -4.60], [0.58, 0.39, 0.58], [1.11, -0.71, -0.49], [0.48, 1.80, 0.96], [1.18, 0.09, 0.05]]}


(2)
{"formula": "C45H74O3P3PtSe2Si", "method": "ωB97M-V with the def2-TZVPD basis set", "e_above_lowest_kj_mol": 0.0, "max_force_ev_per_a": 1.1, "orbital_gap_ev": 6.88, "total_charge": 1, "symbols": ["H", "H", "C", "C", "H", "C", "O", "H", "P", "C", "H", "C", "C", "C", "H", "H", "P", "C", "C", "H", "H", "C", "O", "C", "C", "H", "H", "C", "H", "C", "C", "H", "H", "H", "C", "C", "C", "H", "H", "H", "C", "C", "H", "C", "H", "H", "H", "H", "H", "C", "P", "H", "C", "H", "C", "C", "C", "H", "H", "H", "H", "H", "H", "H", "C", "C", "Se", "C", "H", "H", "H", "H", "C", "C", "C", "H", "H", "H", "H", "C", "C", "C", "H", "H", "H", "C", "C", "Si", "H", "H", "O", "H", "C", "H", "H", "H", "Pt", "C", "C", "H", "H", "H", "H", "H", "C", "H", "H", "H", "H", "H", "C", "H", "H", "H", "H", "H", "Se", "C", "H", "H", "H", "H", "C", "H", "H", "H", "H", "H", "C"], "xyz": [[6.454199, 0.341916, -4.542193], [-3.134821, -4.151334, -1.523607], [1.689709, -4.986594, 0.408499], [-0.102705, -0.787376, -3.623479], [-1.308354, -2.702246, 3.534599], [3.645086, -0.653408, -1.272954], [5.729496, 0.707955, -4.027399], [4.716193, -1.063993, -3.648418], [-0.827209, -0.633924, 2.457053], [-2.943536, 2.701358, 3.705464], [2.067950, 2.770975, 3.753747], [1.621357, -2.691785, 5.240535], [-5.405987, -1.697106, -1.044596], [0.669773, -0.387219, 3.548693], [4.373321, -1.272875, -0.748097], [-6.477577, -1.545977, -1.012139], [-0.829233, -2.173374, -1.279011], [-1.960293, -1.876028, 3.238653], [-3.157969, -0.820420, -0.834288], [0.950900, 0.614727, 3.205492], [2.799775, 5.113977, 1.419832], [-0.164046, 4.716894, 1.335106], [6.012692, 0.727478, -0.355784], [-0.494160, -0.585781, -5.083845], [-2.649828, -2.080115, -1.136991], [-3.855762, 2.681337, 0.460650], [-4.958694, 0.338482, -0.577609], [-3.740172, -3.721016, 4.228693], [0.770335, -3.225122, 3.325227], [-0.478189, -2.190902, -3.113338], [-3.345104, -2.598479, 5.201718], [-4.316761, 3.881377, 2.548517], [-3.514658, -0.705868, 4.140571], [5.488366, 0.497456, 0.418323], [0.008130, -6.301624, -0.910254], [-3.352730, 2.366716, 1.369918], [-3.516818, -3.157297, -1.334313], [0.525606, -1.683487, 6.802029], [-3.322735, -2.384608, -5.135203], [-2.635029, -2.982579, 5.937915], [-3.613502, 3.057959, 2.544218], [-4.887766, -2.966277, -1.288148], [3.431613, 3.454046, 1.332994], [4.321468, 0.416050, -2.121164], [2.549080, 4.133437, -0.046022], [-2.270001, -0.687446, -6.300067], [-3.367769, -1.557903, 1.637327], [-1.803800, 2.872412, -1.218512], [0.969252, -0.639666, -3.492018], [-2.013854, -0.646694, -5.240435], [1.068056, 3.472194, 1.705896], [-0.228426, 4.837514, 0.252132], [1.471973, -6.201155, -0.490156], [3.007888, -1.301201, -1.874407], [0.490398, -1.782016, 5.715233], [-0.283103, -3.816027, -0.668836], [0.590139, -0.387936, 5.087936], [-3.193422, 1.987044, -1.888327], [-3.101288, 3.258595, 4.620940], [0.095821, 5.674863, 1.788081], [2.713844, 0.516134, -3.573452], [1.796830, -3.553112, -1.194101], [-4.550647, -4.314790, 4.652564], [-0.136390, -7.149168, -1.582494], [-1.565450, -2.838436, -4.000511], [-4.155193, -3.133380, 2.884536], [1.885602, 1.788601, -1.552895], [1.279423, 3.477095, 3.488757], [2.745416, -4.890454, 0.672049], [-2.098779, -0.830961, 5.162336], [2.575842, -2.307642, 5.615265], [-0.015970, -1.349821, -5.703818], [-0.470760, -5.020654, -1.601065], [5.169736, 1.396307, -1.281902], [-2.627990, -1.849894, -4.486496], [0.416394, -2.820739, -3.167903], [1.779771, -7.113048, 0.023879], [-1.564468, 1.710073, -2.516819], [2.520076, -3.358444, 3.393576], [1.808459, -1.342621, 3.133593], [-2.072461, 1.620731, 3.693337], [3.217012, 1.169038, -2.861177], [0.111502, -4.866807, -2.514289], [-0.125554, 0.381010, -5.433461], [-2.475814, -3.059838, 1.507627], [-2.469514, 1.281406, 1.331255], [-1.844624, 0.890020, 2.528092], [-1.968644, 0.554532, -0.348089], [-5.554541, -3.802884, -1.454909], [-2.046514, -3.667439, -3.482212], [0.697454, 2.106287, 1.195871], [-1.509131, -5.148901, -1.901350], [5.258856, -0.272706, -3.116089], [-0.214156, 0.248666, 5.454767], [2.753969, -0.908344, 3.478411], [1.859864, -1.400340, 2.046287], [-0.023190, -0.521418, 0.092791], [-2.138241, 1.908812, -1.611968], [-2.979736, -2.397928, 2.213663], [-1.069924, -3.274229, -4.872645], [-0.857771, -3.978387, 0.251770], [-2.898799, -4.405101, 4.078824], [1.131799, -5.119134, 1.342076], [-0.589880, -0.026116, -3.015695], [-4.544339, -0.637779, -0.813663], [-1.570148, 1.350131, 4.611324], [-1.131625, 4.382440, 1.709844], [3.606189, 2.029746, -3.402807], [0.346432, 3.154579, 3.953141], [-2.442733, 0.279513, -4.848290], [-2.729775, -1.388905, 4.471687], [-4.521030, -3.916638, 2.218693], [1.523138, 0.065882, 5.443190], [-4.223469, -2.263657, 5.756912], [1.494064, -3.694380, 5.653135], [-4.987156, -2.440469, 3.040054], [2.523365, 0.256704, 0.048891], [2.608187, 4.108408, 1.041260], [1.371652, -2.845390, 0.362985], [-0.610522, -6.481912, -0.024534], [5.821608, 1.936310, -1.965532], [1.544422, 4.468165, 3.859276], [1.675316, -2.746006, 3.716633], [-0.465694, -2.244558, 5.469472], [2.098788, -6.106210, -1.383452], [4.534220, 2.126197, -0.778111], [6.080621, -0.727487, -2.555068], [-3.213587, -1.496582, -3.637864], [1.207630, -3.712372, -0.281738]], "forces_ev_per_angstrom": [[0.00, 0.00, 0.00], [-0.03, 0.03, 0.00], [0.01, -0.01, -0.13], [0.03, -0.10, -0.09], [0.01, 0.00, 0.02], [0.05, -0.14, 0.04], [-0.02, -0.04, 0.01], [-0.01, -0.02, 0.00], [0.56, 0.95, -0.10], [0.04, 0.02, -0.02], [0.01, 0.02, 0.01], [-0.10, -0.02, -0.03], [0.02, -0.07, 0.01], [-0.01, -0.11, 0.15], [-0.04, 0.06, 0.12], [0.01, 0.00, -0.01], [-0.39, 0.78, -0.73], [0.01, -0.14, -0.21], [-0.32, 0.22, -0.10], [0.00, 0.01, 0.01], [0.01, -0.03, 0.02], [-0.10, 0.06, -0.06], [-0.06, -0.02, -0.08], [-0.03, 0.00, 0.06], [0.08, -0.34, -0.03], [0.05, 0.03, 0.01], [0.01, -0.03, -0.02], [-0.02, 0.06, 0.00], [0.01, -0.03, -0.01], [-0.04, -0.17, 0.08], [0.02, 0.01, -0.07], [0.02, 0.00, -0.01], [0.00, 0.01, -0.01], [0.02, 0.05, 0.04], [0.06, 0.05, -0.07], [-0.10, -0.11, -0.04], [0.02, 0.02, -0.05], [-0.05, -0.01, 0.00], [-0.03, 0.00, 0.02], [-0.02, 0.00, 0.02], [0.04, -0.01, -0.01], [-0.02, 0.07, 0.01], [-0.01, -0.01, -0.02], [0.18, 0.09, -0.15], [0.02, 0.03, 0.04], [-0.01, 0.02, 0.01], [-0.01, 0.02, -0.09], [-0.03, -0.04, -0.01], [0.00, 0.06, 0.10], [0.02, -0.08, 0.03], [-0.05, -0.28, 0.01], [-0.01, 0.01, 0.02], [-0.09, 0.03, 0.07], [0.01, 0.04, -0.06], [0.14, 0.07, -0.06], [0.35, 0.03, 0.11], [-0.07, -0.07, -0.07], [0.00, 0.01, 0.01], [-0.01, -0.03, -0.01], [-0.02, -0.02, -0.02], [0.07, -0.01, -0.01], [0.01, 0.05, 0.02], [0.03, -0.03, 0.01], [-0.02, -0.02, 0.03], [0.01, 0.03, 0.06], [0.06, -0.02, 0.02], [-0.33, 0.68, -0.73], [-0.04, 0.02, 0.11], [-0.01, 0.00, 0.03], [-0.03, 0.03, -0.01], [0.01, -0.02, 0.00], [0.02, 0.03, -0.02], [-0.01, -0.08, 0.17], [0.01, -0.14, 0.02], [0.11, 0.04, -0.01], [0.02, 0.00, -0.06], [0.02, 0.00, -0.02], [-0.07, -0.02, -0.02], [-0.02, -0.02, -0.04], [-0.13, -0.03, -0.03], [0.00, -0.02, 0.01], [0.07, -0.09, 0.05], [-0.02, -0.01, -0.02], [0.03, -0.02, -0.02], [0.01, 0.01, -0.03], [0.09, 0.31, 0.02], [-0.12, -0.01, -0.01], [-0.55, -0.71, 0.49], [0.01, 0.01, 0.04], [0.00, -0.01, -0.05], [0.08, 0.25, -0.07], [0.01, 0.03, -0.03], [-0.13, -0.04, -0.08], [0.02, -0.01, 0.03], [-0.01, 0.02, -0.01], [0.05, -0.02, 0.02], [0.03, -0.98, 0.47], [0.40, 0.32, -0.04], [-0.01, -0.02, 0.07], [0.01, -0.03, 0.03], [-0.03, 0.01, -0.01], [-0.01, 0.00, 0.00], [0.03, 0.01, 0.02], [-0.03, 0.08, 0.03], [0.04, -0.03, 0.02], [-0.04, -0.01, 0.01], [-0.04, -0.01, 0.02], [-0.04, 0.08, 0.12], [0.00, 0.01, 0.01], [0.00, 0.00, -0.04], [0.07, -0.12, 0.03], [-0.04, 0.03, -0.02], [-0.01, 0.04, 0.01], [0.01, 0.00, 0.02], [0.03, 0.01, 0.03], [0.00, -0.01, -0.01], [0.27, -0.52, 0.46], [0.11, 0.09, 0.01], [0.00, 0.02, 0.04], [-0.01, -0.03, -0.02], [0.01, 0.02, -0.01], [0.00, -0.02, 0.00], [0.03, 0.09, 0.09], [-0.03, -0.01, 0.03], [0.01, -0.02, 0.01], [-0.04, 0.02, 0.04], [0.02, 0.01, -0.01], [-0.02, 0.01, 0.05], [-0.10, -0.15, 0.03]]}


E_HOMO? In order: -6.551 -9.482 eV.